Entry 1:
# C52H104O31

13 unconnected molecules or ions with the total composition C52H104O31 at a distorted geometry (wB97M-V/def2-TZVPD, the OMol25 dataset).

Geometry as XYZ:
```
187
Properties=species:S:1:pos:R:3
C -14.987 30.394 -27.125
C -15.260 30.973 -28.524
O -14.316 32.067 -28.608
C -13.974 32.708 -29.797
O -14.426 32.424 -30.886
O -13.034 33.594 -29.491
C -12.691 34.542 -30.469
H -14.031 29.871 -27.118
H -15.694 29.588 -26.934
H -15.078 31.128 -26.324
H -16.270 31.359 -28.657
H -15.112 30.165 -29.241
H -11.719 35.033 -30.427
H -13.475 35.293 -30.568
H -12.735 34.112 -31.469
C -14.484 20.318 -18.607
C -13.017 20.368 -19.042
O -12.824 20.883 -20.431
C -13.059 22.137 -20.767
O -13.252 22.445 -21.954
O -13.099 22.967 -19.734
C -13.197 24.354 -19.866
H -14.719 19.869 -17.642
H -15.215 19.892 -19.295
H -14.895 21.323 -18.509
H -12.578 19.371 -19.017
H -12.494 20.941 -18.276
H -13.408 24.726 -18.864
H -13.866 24.736 -20.638
H -12.230 24.769 -20.152
C -22.349 16.023 -12.869
C -20.839 16.301 -12.873
O -20.298 16.166 -11.524
C -19.649 15.011 -11.066
O -18.963 14.966 -10.037
O -20.070 14.005 -11.741
C -19.526 12.713 -11.567
H -22.773 16.283 -13.839
H -22.713 16.618 -12.032
H -22.632 14.989 -12.673
H -20.639 17.250 -13.371
H -20.383 15.609 -13.581
H -19.670 11.989 -12.368
H -19.992 12.217 -10.715
H -18.458 12.701 -11.347
C -21.706 30.799 -21.823
C -22.169 32.047 -22.585
O -22.020 31.945 -23.967
C -23.026 32.152 -24.785
O -24.173 32.464 -24.405
O -22.591 31.987 -26.042
C -23.457 32.317 -27.155
H -22.125 29.862 -22.192
H -22.090 30.777 -20.803
H -20.621 30.737 -21.908
H -21.547 32.893 -22.292
H -23.189 32.210 -22.236
H -24.164 31.490 -27.213
H -22.841 32.181 -28.044
H -23.885 33.314 -27.050
C -26.889 5.660 -14.731
C -26.300 7.014 -14.333
O -26.198 7.841 -15.490
C -25.202 8.649 -15.686
O -24.272 8.868 -14.880
O -25.461 9.304 -16.852
C -24.719 10.426 -17.213
H -27.015 5.038 -13.845
H -26.322 5.101 -15.475
H -27.911 5.669 -15.109
H -25.353 6.846 -13.820
H -26.976 7.512 -13.638
H -24.567 11.064 -16.343
H -25.292 11.015 -17.929
H -23.798 10.095 -17.693
C -21.356 13.114 -26.085
C -20.982 14.472 -26.681
O -19.682 14.809 -26.215
C -18.954 15.859 -26.648
O -19.371 16.757 -27.432
O -17.733 15.803 -26.011
C -16.670 16.672 -26.431
H -22.374 12.862 -26.382
H -21.359 13.132 -24.995
H -20.666 12.321 -26.372
H -21.657 15.292 -26.441
H -20.938 14.283 -27.754
H -15.754 16.440 -25.887
H -16.851 17.724 -26.211
H -16.522 16.585 -27.508
C -25.852 24.857 -16.863
C -26.828 23.963 -16.123
O -27.097 24.456 -14.793
C -26.321 23.995 -13.775
O -25.415 23.183 -13.927
O -26.755 24.542 -12.681
C -25.959 24.381 -11.482
H -26.227 25.878 -16.795
H -25.639 24.602 -17.901
H -24.898 24.782 -16.341
H -26.496 22.925 -16.138
H -27.774 23.956 -16.664
H -26.516 24.760 -10.625
H -25.036 24.905 -11.728
H -25.842 23.309 -11.322
C -20.921 22.077 -21.877
C -21.008 20.788 -22.643
O -22.354 20.195 -22.616
C -22.654 19.445 -21.537
O -21.850 18.993 -20.681
O -24.044 19.293 -21.383
C -25.053 19.884 -22.235
H -21.463 22.891 -22.358
H -19.992 22.544 -22.204
H -21.027 22.033 -20.793
H -20.266 20.082 -22.268
H -20.764 21.049 -23.673
H -25.577 19.149 -22.846
H -24.751 20.717 -22.870
H -25.824 20.338 -21.611
C -28.455 11.943 -25.340
C -29.648 11.769 -26.285
O -29.222 11.415 -27.604
C -28.665 12.280 -28.485
O -28.427 13.473 -28.328
O -28.140 11.547 -29.505
C -27.378 12.064 -30.618
H -27.909 11.002 -25.273
H -28.807 12.176 -24.335
H -27.792 12.770 -25.593
H -30.355 12.598 -26.268
H -30.152 10.854 -25.975
H -26.315 11.981 -30.388
H -27.643 13.065 -30.959
H -27.518 11.426 -31.490
C -15.586 11.906 -18.514
C -14.775 11.634 -19.839
C -15.891 11.701 -20.902
O -17.084 11.308 -20.220
C -17.066 11.931 -18.975
H -15.376 12.826 -17.969
H -15.281 11.135 -17.807
H -14.303 10.651 -19.826
H -14.006 12.365 -20.088
H -15.617 11.199 -21.830
H -16.229 12.700 -21.178
H -17.758 11.351 -18.364
H -17.557 12.904 -19.013
C -33.498 20.103 -23.645
C -33.418 18.660 -23.337
C -33.656 18.514 -21.871
O -33.016 19.672 -21.373
C -33.280 20.803 -22.273
H -34.449 20.389 -24.095
H -32.706 20.444 -24.312
H -32.418 18.323 -23.610
H -34.124 18.066 -23.917
H -33.192 17.616 -21.463
H -34.732 18.487 -21.702
H -32.532 21.592 -22.200
H -34.239 21.220 -21.964
C -16.326 22.330 -31.520
C -15.878 23.280 -32.569
C -14.674 24.024 -31.982
O -14.826 23.810 -30.572
C -16.136 23.246 -30.345
H -15.662 21.471 -31.430
H -17.339 21.938 -31.607
H -16.673 23.974 -32.842
H -15.585 22.678 -33.429
H -14.807 25.082 -32.208
H -13.776 23.505 -32.317
H -16.841 24.051 -30.139
H -16.199 22.757 -29.373
C -24.912 25.630 -26.771
C -25.150 24.269 -27.526
C -26.612 23.924 -27.448
O -26.967 24.672 -26.278
C -26.292 25.939 -26.191
H -24.471 26.413 -27.388
H -24.174 25.523 -25.976
H -24.604 23.468 -27.026
H -24.744 24.360 -28.533
H -26.779 22.867 -27.239
H -27.270 24.303 -28.230
H -26.292 26.282 -25.157
H -26.803 26.764 -26.687
```

lowest unoccupied orbital energy	0.30	eV
DFT total energy	-119075.71870	eV
frontier orbital gap	0.36080	Eh
energy above the lowest of the compared OMol25 structures with the same formula, charge and spin	287.49	kJ/mol

Mulliken population analysis, charges in e, atoms 1 to 4: -1.142, -0.215, -0.254, 0.687



Entry 2:
# C30H27N3O3

2 unconnected molecules or ions with the total composition C30H27N3O3 at a distorted geometry (wB97M-V/def2-TZVPD, the OMol25 dataset).

Geometry as XYZ:
```
63
Properties=species:S:1:pos:R:3
C 1.823 -5.044 -1.435
C 1.160 -3.665 -1.513
O -0.055 -3.487 -1.635
N 2.153 -2.746 -1.416
C 3.340 -3.372 -1.115
O 4.407 -2.896 -0.784
O 3.200 -4.769 -1.223
H 1.394 -5.613 -0.595
H 1.640 -5.591 -2.374
C 2.909 2.840 4.777
N 2.697 1.426 4.448
C 2.026 0.646 5.445
C 0.743 1.047 5.856
C 0.056 0.324 6.826
C 0.668 -0.769 7.445
C 1.936 -1.185 7.028
C 2.621 -0.481 6.036
C 2.471 1.137 3.089
C 2.905 -0.112 2.593
C 2.624 -0.464 1.292
C 1.810 0.367 0.467
C 1.546 -0.059 -0.849
C 0.435 0.229 -1.656
C 0.404 -0.371 -2.947
C -0.495 0.036 -3.899
C -1.418 1.058 -3.605
N -2.360 1.409 -4.614
C -2.464 2.840 -4.946
C -3.608 0.713 -4.578
C -4.619 1.168 -3.721
C -5.789 0.430 -3.584
C -5.997 -0.700 -4.380
C -4.996 -1.144 -5.249
C -3.799 -0.439 -5.358
C -1.472 1.596 -2.303
C -0.660 1.079 -1.306
C 1.385 1.618 0.988
C 1.788 2.038 2.241
H 3.645 3.239 4.069
H 1.983 3.430 4.705
H 3.311 2.895 5.796
H 0.288 1.920 5.386
H -0.954 0.622 7.100
H 0.147 -1.310 8.235
H 2.400 -2.061 7.478
H 3.621 -0.778 5.717
H 3.492 -0.761 3.246
H 3.017 -1.393 0.876
H 2.290 -0.722 -1.289
H 1.115 -1.165 -3.154
H -0.515 -0.392 -4.901
H -3.123 2.935 -5.820
H -2.869 3.432 -4.109
H -1.460 3.203 -5.198
H -4.454 2.077 -3.141
H -6.533 0.747 -2.858
H -6.934 -1.249 -4.304
H -5.142 -2.047 -5.840
H -3.002 -0.750 -6.036
H -2.197 2.389 -2.092
H -0.850 1.336 -0.266
H 0.785 2.272 0.358
H 1.531 3.038 2.594
```

lowest unoccupied orbital energy	-2.19	eV
DFT total energy	-42158.74540	eV
frontier orbital gap	0.22033	Eh
energy above the lowest of the compared OMol25 structures with the same formula, charge and spin	0.95	kJ/mol

natural (NBO) population analysis, charges in e, atoms 1 to 4: -0.189, 0.632, -0.668, -0.775



Entry 3:
# C13H52N26O13

13 unconnected molecules or ions with the total composition C13H52N26O13 at a distorted geometry (wB97M-V/def2-TZVPD, the OMol25 dataset).

Geometry as XYZ:
```
104
Properties=species:S:1:pos:R:3
C -6.317 -0.672 -1.667
O -6.202 -0.200 -0.537
N -7.134 -1.828 -1.838
N -5.713 -0.109 -2.690
H -7.122 -2.380 -0.966
H -6.743 -2.497 -2.536
H -5.294 0.764 -2.387
H -6.023 -0.225 -3.592
C 3.816 -1.354 -4.633
O 3.834 -0.356 -5.315
N 3.011 -1.550 -3.633
N 4.625 -2.445 -4.917
H 2.830 -2.443 -3.262
H 2.283 -0.833 -3.547
H 5.139 -2.447 -5.771
H 4.962 -3.107 -4.201
C -3.720 1.482 0.879
O -2.882 2.331 1.200
N -5.005 1.908 0.530
N -3.481 0.147 0.783
H -5.634 1.223 0.167
H -4.992 2.820 0.140
H -4.242 -0.485 0.779
H -2.613 -0.280 1.223
C 2.916 -1.545 0.544
O 2.726 -2.013 1.642
N 2.921 -2.306 -0.574
N 3.243 -0.239 0.399
H 2.949 -2.052 -1.535
H 2.428 -3.210 -0.413
H 3.680 0.238 1.163
H 3.436 0.151 -0.486
C -3.289 -2.964 -1.137
O -4.385 -2.901 -0.563
N -3.034 -2.310 -2.251
N -2.289 -3.807 -0.658
H -3.723 -1.647 -2.569
H -2.048 -2.211 -2.468
H -1.545 -4.163 -1.260
H -1.980 -3.765 0.310
C -0.051 1.972 3.777
O 0.799 2.095 4.647
N -1.249 1.403 3.888
N 0.141 2.423 2.467
H -1.591 1.209 4.821
H -1.942 1.649 3.186
H 0.813 3.142 2.528
H -0.750 2.590 2.029
C -3.348 -2.654 2.562
O -2.384 -2.196 1.933
N -4.116 -3.698 2.152
N -3.574 -2.035 3.779
H -4.223 -3.716 1.109
H -5.030 -3.682 2.564
H -4.138 -2.540 4.437
H -2.741 -1.642 4.088
C 5.283 2.167 -0.444
O 5.482 2.583 -1.577
N 5.939 1.026 0.061
N 4.363 2.728 0.380
H 6.712 0.860 -0.534
H 6.005 0.947 1.051
H 4.247 3.700 0.054
H 4.453 2.490 1.347
C -3.025 2.312 -2.466
O -4.206 2.413 -2.330
N -2.573 1.989 -3.739
N -1.894 2.313 -1.487
H -3.169 2.321 -4.476
H -1.619 1.883 -4.001
H -2.146 2.598 -0.571
H -1.033 2.700 -1.884
C 2.548 3.266 -3.894
O 1.318 3.001 -3.719
N 2.893 4.453 -3.311
N 3.534 2.531 -4.439
H 2.133 4.893 -2.797
H 3.804 4.907 -3.158
H 3.308 1.669 -4.962
H 4.324 2.530 -3.769
C 0.136 -2.319 4.441
O -0.991 -2.461 4.961
N 0.258 -1.826 3.178
N 1.263 -2.505 5.223
H -0.564 -1.960 2.630
H 1.103 -1.852 2.665
H 1.107 -2.739 6.245
H 2.166 -2.633 4.844
C 3.952 0.907 3.788
O 4.552 1.004 2.713
N 3.214 -0.184 3.981
N 4.017 1.799 4.805
H 3.188 -0.710 3.147
H 2.441 -0.136 4.704
H 3.225 2.051 5.409
H 4.485 2.651 4.504
C 0.306 -0.189 -1.729
O -0.092 -0.893 -2.667
N 1.239 0.784 -2.031
N -0.090 -0.228 -0.406
H 1.392 1.351 -1.220
H 1.188 1.400 -2.984
H -0.474 -1.061 -0.083
H 0.290 0.430 0.228
```

lowest unoccupied orbital energy	0.32	eV
DFT total energy	-79699.44345	eV
frontier orbital gap	0.34638	Eh
energy above the lowest of the compared OMol25 structures with the same formula, charge and spin	188.86	kJ/mol

Mulliken population analysis, charges in e, atoms 1 to 4: 0.505, -0.722, -0.668, -0.267



Entry 4:
# C14H44O15

8 unconnected molecules or ions with the total composition C14H44O15 at a distorted geometry (wB97M-V/def2-TZVPD, the OMol25 dataset).

Geometry as XYZ:
```
73
Properties=species:S:1:pos:R:3
O -10.680 -20.387 -4.459
H -9.908 -20.218 -4.999
H -10.825 -21.330 -4.537
C -13.578 -22.975 -4.338
C -12.348 -23.791 -4.575
O -11.127 -22.985 -4.423
O -13.996 -22.882 -2.960
H -14.409 -23.285 -4.970
H -13.411 -21.995 -4.785
H -12.394 -24.228 -5.573
H -12.218 -24.685 -3.965
H -10.556 -23.482 -3.833
H -13.261 -22.556 -2.437
C -9.204 -17.808 -7.436
C -8.842 -17.254 -8.819
O -9.419 -15.926 -8.932
O -8.871 -16.986 -6.325
H -8.938 -18.836 -7.188
H -10.286 -17.903 -7.525
H -8.980 -17.965 -9.633
H -7.775 -17.036 -8.772
H -9.310 -15.582 -8.042
H -8.440 -17.526 -5.660
C -8.656 -23.092 -7.285
C -7.635 -22.607 -6.233
O -6.311 -23.080 -6.601
O -8.420 -22.750 -8.639
H -9.679 -22.938 -6.939
H -8.579 -24.179 -7.258
H -7.935 -22.907 -5.229
H -7.566 -21.519 -6.238
H -6.205 -23.995 -6.875
H -8.940 -23.335 -9.195
C -12.020 -19.919 -0.327
C -11.841 -18.868 -1.466
O -10.594 -19.077 -2.156
O -12.489 -21.171 -0.717
H -12.761 -19.519 0.365
H -11.130 -20.085 0.280
H -11.910 -17.897 -0.976
H -12.597 -18.880 -2.252
H -10.766 -19.560 -2.968
H -12.133 -21.947 -0.277
C -9.305 -22.436 -1.139
C -8.741 -22.934 -2.490
O -9.298 -24.206 -2.819
O -8.663 -23.054 -0.066
H -10.341 -22.765 -1.065
H -9.198 -21.359 -1.016
H -7.654 -22.946 -2.399
H -8.936 -22.229 -3.298
H -8.875 -24.856 -2.253
H -9.171 -23.834 0.169
C -7.163 -19.378 -2.354
C -7.587 -18.354 -3.464
O -7.621 -18.983 -4.744
O -5.760 -19.539 -2.434
H -7.680 -20.327 -2.493
H -7.360 -18.978 -1.359
H -6.836 -17.564 -3.504
H -8.594 -17.955 -3.340
H -6.734 -19.323 -4.876
H -5.459 -19.744 -1.546
C -12.610 -17.331 -5.414
C -12.836 -16.206 -6.436
O -12.944 -14.915 -5.821
O -12.562 -18.556 -6.068
H -13.399 -17.412 -4.667
H -11.702 -17.211 -4.824
H -13.710 -16.435 -7.047
H -12.043 -16.269 -7.181
H -13.759 -14.836 -5.319
H -11.879 -19.085 -5.649
```

spin multiplicity	2
lowest unoccupied orbital energy (spin up / spin down)	-2.15 / -9.14	eV
DFT total energy	-45930.21637	eV
total charge	+1
frontier orbital gap (spin up / spin down)	0.36887 / 0.11211	Eh
energy above the lowest of the compared OMol25 structures with the same formula, charge and spin	0.00	kJ/mol

Mulliken population analysis, charges in e, atoms 1 to 4: -0.343, 0.058, 0.327, -0.366



Entry 5:
# C20H26AsN4O2PtS3

A molecular structure, C20H26AsN4O2PtS3 (wB97M-V/def2-TZVPD, the OMol25 dataset).

Geometry as XYZ:
```
57
Properties=species:S:1:pos:R:3
Pt -0.184 0.400 0.422
O 3.312 -0.038 4.583
C 4.038 0.482 3.580
C 5.368 0.798 3.858
C 6.178 1.332 2.880
C 5.685 1.568 1.597
C 4.373 1.264 1.317
C 3.526 0.722 2.292
C 2.130 0.442 1.937
O 1.740 0.790 0.734
N 1.351 -0.149 2.801
N 0.025 -0.293 2.362
C -0.750 -0.748 3.290
S -2.474 -0.927 3.100
C -2.674 -1.947 4.585
C -1.719 -1.414 5.631
S -0.104 -1.182 4.846
H 2.414 -0.223 4.244
H 5.737 0.605 4.856
H 7.208 1.567 3.114
H 6.327 1.981 0.831
H 3.972 1.432 0.327
H -2.451 -2.983 4.333
H -3.712 -1.867 4.902
H -1.588 -2.120 6.450
H -2.060 -0.460 6.033
C -1.169 3.368 -1.268
As -0.240 1.697 -1.536
C 1.521 2.223 -2.104
C -1.060 0.992 -3.130
H -1.150 3.935 -2.198
H -0.675 3.941 -0.484
H -2.203 3.182 -0.990
H 1.444 2.862 -2.983
H 2.088 1.326 -2.343
H 2.021 2.751 -1.295
H -0.914 1.685 -3.958
H -2.124 0.845 -2.956
H -0.607 0.032 -3.368
N -3.447 1.492 0.742
C -3.523 0.301 0.148
S -2.129 -0.609 -0.221
N -4.713 -0.223 -0.160
C -5.994 0.373 0.058
C -6.260 1.669 -0.364
C -7.519 2.211 -0.145
C -8.509 1.456 0.465
C -8.243 0.151 0.856
C -6.983 -0.393 0.660
H -2.539 1.765 1.089
H -4.275 1.950 1.091
H -4.694 -1.172 -0.504
H -5.506 2.237 -0.894
H -7.730 3.219 -0.476
H -9.491 1.880 0.626
H -9.015 -0.446 1.321
H -6.766 -1.406 0.973
```

lowest unoccupied orbital energy	-2.62	eV
DFT total energy	-127805.28683	eV
total charge	+1
frontier orbital gap	0.27929	Eh
energy above the lowest of the compared OMol25 structures with the same formula, charge and spin	0.00	kJ/mol

natural (NBO) population analysis, charges in e, atoms 1 to 4: 0.503, -0.682, 0.442, -0.296